Record 1
Below is a structure of composition C39H37BrClIN3O5S2Sn, with properties calculated with ωB97M-V/def2-TZVPD.

```
90
Properties=species:S:1:pos:R:3:forces:R:3
Sn 0.5281 0.1396 0.5186 1.72 -0.14 -0.31
C -1.8226 0.0586 -2.4365 0.06 0.05 0.11
C -1.2180 -1.2899 -2.2302 -0.15 0.07 -0.17
C -1.3206 -2.2360 -3.2692 0.12 -0.36 -0.06
C -0.8203 -3.4916 -3.0922 -0.10 0.25 0.03
C -0.2228 -3.8379 -1.8626 -0.01 0.32 0.28
C 0.2794 -5.1283 -1.6105 0.14 -0.07 0.19
C 0.8616 -5.4198 -0.4052 -0.14 -0.07 -0.35
C 0.9549 -4.4323 0.5780 -0.14 0.40 0.02
C 0.4533 -3.1633 0.3719 0.18 -0.09 0.00
S 0.5482 -2.0585 1.7213 -0.14 1.32 -0.11
C -0.1527 -2.8248 -0.8676 0.36 -0.99 -0.16
N -0.6339 -1.5828 -1.0900 0.18 0.99 0.45
H -1.3558 0.5613 -3.2812 0.03 0.09 -0.05
H -1.7150 0.6785 -1.5493 -0.07 0.09 -0.03
H -2.8807 -0.0481 -2.6720 -0.08 0.02 0.04
H -1.7891 -1.9435 -4.1946 -0.09 0.02 -0.11
H -0.8821 -4.2354 -3.8716 -0.02 -0.07 -0.14
H 0.1918 -5.8744 -2.3836 0.01 -0.14 -0.10
H 1.2467 -6.4069 -0.1993 0.02 -0.08 -0.03
H 1.4051 -4.6607 1.5336 0.06 -0.04 0.05
O 1.9853 2.1300 6.2175 0.52 0.11 -0.06
C 0.6934 1.9050 6.2571 -0.32 -0.03 -0.04
O 0.0330 2.0894 7.2462 0.19 -0.01 -0.06
C 0.0267 1.3859 5.0104 -0.30 -0.03 -0.03
C -1.3010 0.9584 4.9883 0.68 0.17 0.16
Cl -2.3374 0.7873 6.3085 -0.12 -0.11 -0.07
N -1.6083 0.5850 3.7190 0.30 0.34 0.62
N -0.5361 0.7345 2.9310 0.55 0.04 -1.06
C 0.4551 1.2136 3.6773 -0.53 -0.10 0.55
C 1.7980 1.4533 3.0731 0.09 0.04 0.35
O 2.7131 1.9142 3.7343 0.04 0.04 0.14
O 1.9387 1.1422 1.8397 -0.69 -0.67 -1.50
C -2.8324 0.0470 3.2599 -0.86 -0.46 -0.41
C -2.8245 -0.9488 2.2900 0.22 0.14 0.09
C -4.0079 -1.5441 1.8931 -0.03 -0.02 0.04
C -5.2107 -1.1622 2.4634 0.04 0.01 0.01
C -5.2243 -0.1351 3.3922 0.02 -0.05 -0.05
C -4.0481 0.4824 3.7825 0.19 0.10 -0.05
H 2.3941 2.0497 5.3094 -0.39 -0.03 0.18
H -1.8892 -1.2719 1.8622 0.05 -0.10 0.05
H -3.9791 -2.3277 1.1508 0.00 -0.10 -0.07
H -6.1267 -1.6627 2.1909 -0.10 0.00 -0.06
H -6.1571 0.1843 3.8292 -0.09 0.08 0.03
H -4.0923 1.2924 4.4911 0.04 0.06 0.00
C 3.5655 -2.5559 -2.6901 0.11 0.11 -0.06
C 4.8125 -2.4162 -1.8274 -0.23 0.10 -0.06
C 4.5060 -2.4639 -0.3396 -0.10 0.45 0.23
S 3.7071 -0.9942 0.4342 1.27 -0.60 -0.11
O 2.5067 -0.7249 -0.4563 -1.51 0.64 -0.02
C 4.9148 0.3350 0.0380 -0.32 -0.20 0.18
C 4.7564 0.9754 -1.3318 -0.14 0.04 -0.21
C 4.8412 2.4938 -1.2524 0.01 -0.14 -0.01
H 3.8362 -2.5398 -3.7418 -0.02 -0.05 -0.15
H 2.8733 -1.7434 -2.4947 -0.11 0.04 -0.05
H 3.0606 -3.4958 -2.4781 -0.11 -0.13 0.01
H 5.3375 -1.4954 -2.0757 0.11 -0.04 -0.01
H 5.4895 -3.2439 -2.0492 0.08 0.04 0.07
H 5.4156 -2.6039 0.2431 0.02 0.00 0.19
H 3.8258 -3.2886 -0.1221 -0.06 0.01 0.16
H 5.8969 -0.0978 0.2098 0.11 -0.05 0.11
H 4.7176 1.0745 0.8134 0.01 -0.04 0.15
H 3.7755 0.7024 -1.7226 0.05 -0.04 -0.16
H 5.5171 0.6111 -2.0246 -0.09 -0.09 0.03
H 4.0834 2.8832 -0.5760 -0.08 0.07 0.07
H 4.6806 2.9305 -2.2344 0.00 0.09 -0.08
H 5.8183 2.8050 -0.8948 0.12 0.13 0.07
C 1.6172 3.7792 -2.8101 0.01 0.15 -0.07
C 1.3606 4.1059 -1.4906 0.03 -0.04 0.23
C 0.9994 3.1129 -0.5853 0.00 0.43 0.05
C 0.9024 1.8363 -1.0635 -0.73 -1.88 1.68
C 1.1681 1.4605 -2.3536 0.11 -0.01 -0.38
C 1.5368 2.4675 -3.2409 -0.03 -0.29 0.00
H 1.8863 4.5521 -3.5126 0.07 0.10 -0.05
H 1.4642 5.1215 -1.1424 -0.04 0.14 -0.02
H 0.8160 3.3464 0.4531 0.00 0.07 0.04
H 1.1222 0.4307 -2.6810 0.00 -0.04 0.03
H 1.7721 2.2114 -4.2633 -0.02 0.00 -0.10
Br -4.4061 5.2016 -0.5439 -0.20 -0.22 -0.10
C -4.9872 3.4108 -0.7981 0.22 0.24 0.10
C -6.1613 3.1837 -1.5010 0.03 0.16 0.00
C -6.6040 1.8906 -1.7116 0.05 0.00 0.02
C -5.8763 0.8207 -1.2156 -0.01 -0.04 0.00
C -4.7124 1.0416 -0.4986 0.11 0.03 0.04
C -4.2636 2.3370 -0.2949 0.31 0.26 0.18
I -2.4837 2.6539 0.8025 -0.35 -0.19 -0.26
H -6.7168 4.0307 -1.8760 -0.04 0.00 -0.03
H -7.5189 1.7251 -2.2592 -0.07 -0.03 -0.05
H -6.2168 -0.1898 -1.3834 -0.04 -0.10 0.03
H -4.1538 0.2166 -0.0817 0.00 -0.06 -0.01
```
Positions in Å, forces in eV/Å.

Computed properties:
**HOMO energy**: -11.10 eV
**ΔE to the lowest compared entry with this formula, charge and spin**: 97.2 kJ/mol
**Charge**: +1
**LUMO**: -4.3 eV
**Gap between HOMO and LUMO**: 6.84 eV
**Calculated total energy**: -173914.7599 eV



Record 2
Below is a structure of composition C39H37BrMgN12O2PS, with properties calculated with ωB97M-V/def2-TZVPD.

```
94
Properties=species:S:1:pos:R:3:forces:R:3
Mg -0.8552 -1.1421 -0.6341 0.07 -0.48 -0.20
C -5.6168 1.7391 -0.2524 -0.02 -0.01 0.00
N -4.3820 1.1087 0.1935 0.01 0.02 0.00
C -3.7819 1.3081 1.4064 0.00 -0.01 0.04
C -2.6623 0.5313 1.4134 0.00 -0.04 0.06
N -2.5673 -0.1349 0.2241 0.02 0.20 -0.12
C -3.6183 0.2299 -0.4980 -0.06 -0.14 -0.02
P -4.0419 -0.3555 -2.1751 -0.03 0.10 0.03
C -3.5532 -2.0960 -1.9878 0.05 0.07 -0.04
N -2.3871 -2.5120 -1.5245 -0.11 -0.01 0.11
C -2.3609 -3.8627 -1.6922 0.06 0.02 -0.18
C -3.5329 -4.2692 -2.2642 0.04 -0.02 -0.05
N -4.2846 -3.1423 -2.4495 -0.01 -0.04 0.03
C -5.5929 -3.0951 -3.0841 -0.02 0.00 -0.01
C -2.5427 0.2048 -3.0417 -0.05 -0.17 -0.02
N -1.3170 -0.1805 -2.7343 -0.09 0.22 0.21
C -0.4951 0.3715 -3.6711 0.01 -0.05 0.01
C -1.2397 1.0979 -4.5557 0.02 0.01 -0.04
N -2.5405 0.9859 -4.1515 0.03 0.01 0.02
C -3.6889 1.5937 -4.8041 -0.02 0.00 -0.03
H -5.9505 2.4203 0.5250 -0.01 0.00 -0.01
H -6.3867 0.9900 -0.4254 0.00 0.02 0.00
H -5.4468 2.3037 -1.1669 -0.01 0.00 0.01
H -4.1988 1.9693 2.1447 -0.01 0.02 0.02
H -1.9253 0.4111 2.1869 0.04 0.02 0.01
H -1.5010 -4.4478 -1.4130 0.01 -0.01 0.01
H -3.8870 -5.2407 -2.5603 -0.01 -0.02 0.00
H -6.0090 -4.0988 -3.0864 -0.01 0.01 0.00
H -5.5113 -2.7411 -4.1107 -0.01 -0.01 0.00
H -6.2575 -2.4402 -2.5254 0.00 0.00 -0.02
H 0.5687 0.2062 -3.6607 0.03 0.03 0.00
H -0.9637 1.6723 -5.4220 0.01 0.01 -0.02
H -3.3296 2.2101 -5.6233 -0.01 -0.01 0.00
H -4.2352 2.2250 -4.1059 -0.01 0.00 -0.01
H -4.3550 0.8296 -5.2013 0.00 0.01 0.00
C -2.7496 -3.8411 1.3375 -0.06 0.00 0.10
O -1.6142 -2.9928 1.2445 0.02 0.08 0.06
C -0.6848 -3.0945 2.2340 0.03 -0.08 -0.04
C -0.5404 -4.1774 3.0786 0.00 0.04 -0.02
C 0.4621 -4.1516 4.0455 0.03 0.08 -0.03
Br 0.6673 -5.6389 5.1896 0.00 -0.01 0.02
C 1.2937 -3.0647 4.1831 -0.05 -0.05 0.02
C 1.1456 -1.9665 3.3297 0.08 0.01 0.07
C 0.1671 -1.9920 2.3452 0.02 -0.16 -0.22
O 0.0038 -0.9907 1.4516 -0.27 0.12 -0.02
C 1.9475 -0.7531 3.4695 -0.07 -0.10 0.09
N 1.6855 0.3476 2.7998 0.21 0.04 0.04
C 2.5940 1.2923 3.2552 -0.01 0.02 0.00
C 2.7449 2.6348 2.9175 -0.01 -0.02 -0.02
C 3.7582 3.3380 3.5346 0.03 -0.01 -0.01
C 4.6107 2.7287 4.4692 0.01 0.01 0.00
C 4.4629 1.4029 4.8268 -0.03 0.01 -0.01
C 3.4318 0.7054 4.2078 0.02 0.01 0.05
N 2.9886 -0.6002 4.3310 -0.02 0.06 -0.09
H -3.1588 -3.8197 2.3497 0.01 0.00 0.00
H -2.5006 -4.8676 1.0609 -0.01 0.00 0.02
H -3.4793 -3.4456 0.6356 0.00 -0.04 0.08
H -1.1813 -5.0417 2.9910 -0.01 -0.01 0.01
H 2.0439 -3.0689 4.9606 0.01 0.01 0.02
H 0.6616 -0.2655 1.6904 -0.12 0.13 0.11
H 2.0911 3.0981 2.1931 -0.03 0.02 -0.07
H 3.9059 4.3816 3.2921 0.00 0.01 0.00
H 5.3969 3.3143 4.9260 0.00 0.00 0.00
H 5.1135 0.9381 5.5549 0.01 0.00 0.01
H 3.3708 -1.3040 4.9365 0.00 -0.03 -0.01
S 0.9589 -2.6478 -1.2428 -0.13 0.19 0.05
C 2.0708 -1.3482 -1.5838 -0.06 -0.12 0.09
N 3.1449 -1.5928 -2.2630 0.09 -0.05 0.06
N 4.0842 -0.6501 -2.4467 0.07 0.10 -0.31
C 4.5733 0.3052 -1.5389 0.24 0.01 0.05
C 5.3750 1.3207 -2.0532 -0.08 -0.03 0.03
C 5.9595 2.2496 -1.2048 -0.01 0.04 0.06
C 5.7538 2.1744 0.1640 0.01 0.04 -0.06
C 4.9612 1.1524 0.6732 -0.02 -0.07 0.06
C 4.3641 0.2254 -0.1630 0.25 -0.03 0.11
N 1.8760 0.0095 -1.2667 -0.40 -0.01 -0.32
N 0.7592 0.3973 -0.8735 0.36 0.09 0.12
C 0.7030 1.8317 -0.7582 -0.08 -0.06 -0.01
C 1.8520 2.6191 -0.7385 0.07 -0.02 0.01
C 1.7302 3.9946 -0.6525 0.00 0.03 0.02
C 0.4767 4.5932 -0.5851 0.03 -0.02 0.00
C -0.6625 3.8042 -0.6057 -0.02 -0.02 0.01
C -0.5502 2.4243 -0.6921 -0.04 0.02 0.04
H 4.7419 -0.9352 -3.1523 0.04 -0.06 0.07
H 5.5338 1.3833 -3.1229 -0.01 -0.01 -0.01
H 6.5758 3.0352 -1.6220 0.01 0.00 0.00
H 6.2061 2.8968 0.8295 0.01 0.01 0.01
H 4.8068 1.0760 1.7423 0.02 0.01 -0.02
H 3.7516 -0.5640 0.2543 0.06 0.01 0.01
H 2.8256 2.1486 -0.7833 -0.05 0.07 0.01
H 2.6234 4.6050 -0.6332 0.02 0.00 0.00
H 0.3926 5.6692 -0.5148 0.00 0.02 0.00
H -1.6421 4.2624 -0.5551 -0.01 0.00 0.00
H -1.4344 1.8053 -0.7248 -0.02 -0.01 -0.01
```
Positions in Å, forces in eV/Å.

Computed properties:
**HOMO energy**: -8.69 eV
**ΔE to the lowest compared entry with this formula, charge and spin**: 5.9 kJ/mol
**Charge**: +1
**LUMO**: -2.6 eV
**Gap between HOMO and LUMO**: 6.14 eV
**Calculated total energy**: -158629.7341 eV



Record 3
Below is a cluster of 3 separate species, C39H37ClFN3O7P in total, with properties calculated with ωB97M-V/def2-TZVPD.

```
89
Properties=species:S:1:pos:R:3:forces:R:3
C 0.1061 1.1741 -0.3454 -0.32 0.47 -0.06
C -0.3069 2.0419 -1.5579 -0.64 -1.42 0.27
N -0.2059 3.4986 -1.3068 0.04 -0.68 -0.12
N 0.9999 4.0630 -1.7101 -0.08 0.58 -0.23
C 1.4982 4.1527 -2.8961 1.20 -0.30 -1.32
C 0.8874 3.6692 -4.1877 -0.24 0.11 0.01
C 1.8951 2.9031 -5.1087 -0.24 -0.16 0.41
C 2.8980 2.0065 -4.3714 0.78 -0.22 -0.84
F 2.2865 1.0716 -3.5341 -0.21 0.51 -0.14
C 2.8617 4.9126 -2.8468 -0.77 0.37 1.10
C 2.4809 5.8442 -1.6151 0.76 -0.28 -1.68
P 3.7345 7.0174 -0.9351 -0.40 1.62 0.44
N 2.9823 8.2742 -0.3995 0.28 -1.43 0.40
O 4.7052 7.3959 -2.1936 -0.14 -1.57 1.37
O 4.6410 6.2366 0.1794 -0.56 0.18 -1.26
C 1.9316 4.7036 -0.7425 0.82 0.42 1.14
C 1.4735 4.9676 0.7160 -0.65 -1.22 0.35
C 2.2024 3.9236 1.6106 -2.66 0.16 -0.26
O 3.3502 3.8925 1.7302 3.02 0.14 0.23
Cl 1.2344 2.6733 2.4531 -0.14 0.63 -0.18
H -0.3549 1.6193 0.5507 0.31 -0.28 -0.28
H 1.2024 1.1364 -0.2295 -0.42 -0.02 0.05
H -0.2884 0.1460 -0.4420 0.33 0.44 -0.19
H 0.2359 1.6802 -2.4473 -0.09 0.52 0.25
H -1.3769 1.8323 -1.7529 0.47 0.31 0.07
H -1.0020 4.0193 -1.6627 0.35 0.08 -0.14
H 0.5546 4.5808 -4.7300 0.23 -0.31 0.30
H -0.0333 3.0824 -4.0343 0.52 0.21 0.19
H 2.4340 3.6275 -5.7446 -0.01 -0.41 0.33
H 1.3113 2.2550 -5.7864 0.16 0.40 0.28
H 3.4622 1.4353 -5.1337 -0.27 0.23 0.37
H 3.6525 2.5480 -3.7773 -0.46 -0.10 -0.11
H 3.1839 5.4039 -3.7746 -0.49 -0.13 0.26
H 3.7152 4.3202 -2.4595 -0.60 -0.32 -0.49
H 1.7047 6.5006 -2.0517 0.04 -0.04 0.89
H 3.2385 8.3649 0.5876 -0.20 0.73 -0.28
H 5.5523 6.9289 -2.0633 -0.04 0.32 -0.39
H 4.1686 6.3319 1.0244 0.46 -0.26 -0.04
H 2.7596 3.9687 -0.6681 -0.20 0.41 0.09
H 1.7912 5.9589 1.0802 -0.28 -0.29 -0.36
H 0.3983 4.8009 0.8870 0.32 0.48 -0.41
C -3.7856 -5.7747 0.0438 0.06 0.05 -0.03
C -3.4101 -4.5107 0.4890 -0.01 -0.01 -0.03
C -2.3991 -3.8188 -0.1582 -0.12 0.02 0.12
C -1.7496 -4.3925 -1.2466 -0.02 -0.11 0.00
C -2.1106 -5.6709 -1.6773 0.01 0.13 0.06
C -3.1376 -6.3538 -1.0359 -0.13 -0.05 0.13
C -1.3941 -6.3198 -2.8069 -0.17 -0.46 -0.11
O -1.7085 -7.4287 -3.1855 0.04 0.08 0.01
C -0.2762 -5.5851 -3.4579 0.10 0.14 0.01
C 0.4431 -6.1979 -4.4773 0.13 -0.04 -0.15
C 1.4782 -5.5190 -5.1001 -0.03 0.06 0.04
C 1.7938 -4.2199 -4.7130 -0.06 -0.04 0.02
C 1.0836 -3.6063 -3.6939 0.15 0.03 -0.12
C 0.0530 -4.2892 -3.0565 -0.01 -0.09 -0.06
C -0.6788 -3.6343 -1.9418 0.04 0.34 0.18
O -0.4024 -2.4989 -1.5986 0.04 0.08 -0.02
H -4.5818 -6.3105 0.5451 0.03 0.02 -0.01
H -3.9090 -4.0657 1.3411 0.04 -0.04 0.00
H -2.1122 -2.8335 0.1874 0.07 -0.03 -0.11
H -3.4280 -7.3394 -1.3761 0.13 0.04 -0.08
H 0.1981 -7.2071 -4.7829 -0.11 0.04 0.11
H 2.0405 -6.0005 -5.8904 -0.02 0.01 0.03
H 2.5988 -3.6884 -5.2057 -0.02 -0.03 0.02
H 1.3342 -2.5975 -3.3914 -0.10 -0.05 0.10
C -5.2159 -2.6634 7.3917 0.05 0.05 0.00
C -4.8238 -1.4407 7.9285 0.02 -0.05 -0.07
C -3.7437 -0.7595 7.3907 -0.12 0.04 0.14
C -3.0425 -1.3034 6.3206 -0.05 -0.15 -0.03
C -3.4216 -2.5421 5.7972 0.03 0.13 0.07
C -4.5167 -3.2134 6.3293 -0.14 -0.05 0.10
C -2.6543 -3.1615 4.6852 -0.18 -0.40 -0.09
O -2.9847 -4.2360 4.2247 0.01 0.07 -0.06
C -1.4668 -2.4423 4.1507 0.11 0.13 0.01
C -0.7030 -3.0320 3.1489 0.13 -0.04 -0.15
C 0.3970 -2.3655 2.6337 -0.02 0.06 0.01
C 0.7343 -1.1014 3.1107 -0.09 -0.06 -0.01
C -0.0207 -0.5127 4.1124 0.19 0.06 -0.15
C -1.1168 -1.1840 4.6422 -0.02 -0.12 -0.09
C -1.8973 -0.5552 5.7410 0.07 0.44 0.25
O -1.5997 0.5465 6.1582 0.00 -0.07 -0.08
H -6.0659 -3.1898 7.8078 0.03 0.01 -0.01
H -5.3642 -1.0187 8.7667 0.02 -0.01 -0.03
H -3.4441 0.1937 7.8069 0.09 -0.02 -0.12
H -4.8206 -4.1671 5.9173 0.13 0.04 -0.06
H -0.9648 -4.0134 2.7734 -0.11 0.04 0.10
H 0.9931 -2.8286 1.8567 -0.03 0.01 0.02
H 1.5903 -0.5786 2.7003 -0.01 -0.02 0.03
H 0.2467 0.4686 4.4844 -0.12 -0.06 0.14
```
Positions in Å, forces in eV/Å.

Computed properties:
**HOMO energy**: -11.23 eV
**Charge**: +1
**LUMO**: -4.0 eV
**Gap between HOMO and LUMO**: 7.24 eV
**Calculated total energy**: -84369.4057 eV